(1)
Here is C19H16AsCuNOPS4 as an isolated structure from the Open Molecules 2025 dataset. Energies are from ωB97M-V with the def2-TZVPD basis set.

XYZ file:
```
44
Properties=species:S:1:pos:R:3:forces:R:3
Cu -0.08423 0.01689 0.47789 -0.324 0.188 -0.021
S 1.36241 4.33387 1.89111 -0.094 -0.006 0.055
As -0.01197 2.71357 1.77483 0.077 -0.141 -0.086
S 0.97101 0.78593 2.41477 0.091 0.026 0.038
S -0.45070 2.16472 -0.33642 -0.009 -0.128 0.055
S -1.82497 2.87268 2.91274 0.066 0.015 -0.056
O 2.65907 -0.88282 0.36558 0.125 -0.074 0.060
N 1.43205 -1.43802 0.10268 0.104 -0.019 0.141
C 1.45701 -2.70873 0.12830 0.064 0.084 -0.069
C 0.29592 -3.59041 -0.03628 -0.310 -0.206 -0.035
C 0.63471 -4.94108 -0.23363 -0.003 0.143 0.031
C -0.31594 -5.93402 -0.34049 -0.045 -0.015 -0.004
C -1.65857 -5.59890 -0.23698 -0.032 -0.074 0.001
C -2.01171 -4.27782 -0.03526 0.014 -0.008 -0.032
C -1.07348 -3.24904 0.06404 0.113 -0.058 0.004
P -1.67350 -1.51647 0.32476 0.132 0.033 -0.103
C -2.85267 -1.33572 -1.06258 0.015 0.051 -0.052
C -3.75489 -0.27102 -0.97291 0.043 0.004 0.019
C -4.60638 0.01959 -2.02420 -0.027 0.024 0.005
C -4.56336 -0.73289 -3.19160 -0.016 0.016 -0.015
C -3.65036 -1.76911 -3.30166 -0.004 -0.031 -0.052
C -2.79656 -2.06578 -2.24705 -0.026 -0.012 0.069
C -2.82153 -1.58026 1.74788 0.042 0.009 0.107
C -2.42713 -0.80995 2.83921 -0.034 -0.024 0.077
C -3.25074 -0.69903 3.95611 0.051 -0.004 -0.044
C -4.46148 -1.36492 3.99222 -0.023 0.005 0.029
C -4.87189 -2.12299 2.89726 -0.060 -0.021 0.029
C -4.06535 -2.21737 1.77823 0.018 0.023 -0.037
H 2.40030 -0.06687 0.88451 -0.035 0.075 -0.071
H 2.40119 -3.21077 0.33683 0.057 0.083 -0.001
H 1.68426 -5.20461 -0.29730 0.013 0.032 0.002
H -0.01025 -6.96152 -0.49732 -0.012 -0.004 -0.001
H -2.42921 -6.35695 -0.31349 0.023 -0.010 -0.001
H -3.06125 -4.02862 0.02595 -0.022 0.014 0.021
H -3.76345 0.34934 -0.08343 0.016 0.012 0.000
H -5.29138 0.85392 -1.93681 0.003 -0.002 -0.007
H -5.22453 -0.49765 -4.01741 0.000 -0.002 0.003
H -3.59261 -2.34965 -4.21552 -0.002 0.006 0.000
H -2.08151 -2.87155 -2.35500 0.013 -0.009 0.011
H -1.49004 -0.25975 2.81886 0.015 0.022 -0.057
H -2.93276 -0.05093 4.76256 -0.035 -0.013 0.020
H -5.10904 -1.27398 4.85726 0.000 0.001 -0.004
H -5.83688 -2.61793 2.90977 0.006 0.005 -0.002
H -4.43124 -2.75211 0.91016 0.008 -0.009 -0.023
```
Forces are in eV/Å.

Its energy above the lowest of the compared OMol25 structures with the same formula, charge and spin is 0.0 kcal per mole. Its total energy is -6674.07201 hartree. Its HOMO energy is -0.53 eV. For the gap between HOMO and LUMO, the calculation gives 0.1702 hartree. Its spin multiplicity is 1. The net charge is -2.


(2)
Here is C19H16AuN4S2 as an isolated structure from the Open Molecules 2025 dataset. Energies are from ωB97M-V with the def2-TZVPD basis set.

XYZ file:
```
42
Properties=species:S:1:pos:R:3:forces:R:3
Au 0.86714 -0.19921 -0.76338 0.033 -0.117 0.146
N -0.92786 -4.03792 -1.36620 0.000 -0.106 -0.023
C -0.58581 -2.79095 -1.04353 0.000 0.213 0.095
S 1.10794 -2.37253 -1.37170 -0.034 0.139 -0.119
N -1.49516 -2.00936 -0.52241 -0.095 -0.151 -0.052
N -1.04523 -0.76463 -0.25614 0.111 0.303 0.009
C -1.82836 0.19787 0.10671 0.141 0.047 0.048
C -3.28329 0.05419 0.26271 -0.106 0.021 0.016
C -3.82236 -0.96431 1.04552 0.016 0.019 0.020
C -5.19613 -1.07116 1.17993 -0.005 -0.013 0.001
C -6.03400 -0.18259 0.52029 -0.010 -0.008 0.014
C -5.50029 0.82346 -0.27208 -0.011 0.016 -0.006
C -4.12708 0.95096 -0.39423 0.003 -0.061 -0.009
C -1.15482 1.50079 0.38664 0.035 -0.084 0.086
C -1.79838 2.54245 1.02839 0.044 -0.065 -0.052
C -1.08931 3.70392 1.31838 0.027 -0.041 -0.031
C 0.24533 3.78811 0.97611 0.017 0.038 0.026
C 0.84361 2.70548 0.34975 0.221 0.086 -0.084
N 0.16184 1.60831 0.06000 -0.364 -0.335 -0.169
H -0.26926 -4.66712 -1.79011 -0.019 0.010 0.002
H -1.87731 -4.34059 -1.22461 0.003 0.006 0.005
H -3.16801 -1.66253 1.54933 -0.011 0.010 -0.012
H -5.61455 -1.85508 1.79604 -0.005 0.000 0.010
H -7.10663 -0.27482 0.62391 -0.006 -0.005 -0.004
H -6.15259 1.50917 -0.79499 -0.006 0.003 -0.004
H -3.71218 1.73092 -1.02102 0.010 0.009 0.004
H -2.83593 2.43670 1.30784 0.007 0.005 -0.001
H -1.58285 4.52707 1.81613 -0.002 0.006 0.012
H 0.83216 4.66886 1.19111 0.000 0.005 -0.002
H 1.88758 2.69820 0.05755 -0.041 0.033 0.001
S 2.83424 0.60298 -1.65807 -0.082 -0.030 -0.112
C 4.22719 -0.19341 -0.90483 0.002 0.106 0.181
C 4.40119 -1.57207 -0.84039 0.017 0.026 -0.096
C 5.55905 -2.09112 -0.28607 0.061 0.011 0.020
C 6.55809 -1.24535 0.17910 -0.036 0.014 -0.011
C 6.39291 0.12945 0.09218 0.076 -0.080 0.025
C 5.22679 0.65806 -0.43479 -0.074 -0.096 0.025
H 3.65081 -2.24708 -1.23090 0.081 0.078 0.022
H 5.68692 -3.16380 -0.23303 0.013 -0.012 0.013
H 7.46233 -1.65756 0.60508 0.011 -0.006 -0.003
H 7.16789 0.79606 0.44541 0.018 -0.006 0.007
H 5.09440 1.73020 -0.48963 -0.040 0.013 0.002
```
Forces are in eV/Å.

Its energy above the lowest of the compared OMol25 structures with the same formula, charge and spin is 0.0 kcal per mole. Its total energy is -1884.51428 hartree. Its HOMO energy is -11.00 eV. For the gap between HOMO and LUMO, the calculation gives 0.2450 hartree. Its spin multiplicity is 1. The net charge is +1.


(3)
Here is a 4-piece molecular cluster, C19H16Br3F3 overall in a non-equilibrium geometry from the Open Molecules 2025 dataset. Energies are from ωB97M-V with the def2-TZVPD basis set.

XYZ file:
```
41
Properties=species:S:1:pos:R:3:forces:R:3
F -2.32642 -6.95485 24.34530 -0.651 -0.229 1.115
C -1.67403 -6.67493 23.23513 1.333 -0.287 -2.512
C -2.23714 -5.79667 22.30926 -0.054 0.625 0.464
C -1.54367 -5.45432 21.15580 1.651 -1.580 -0.512
C -0.34209 -6.14773 20.87411 -1.072 1.225 0.288
C 0.19489 -7.01027 21.80480 0.935 -0.669 -0.948
C -0.45982 -7.34900 22.94969 -2.061 1.133 1.743
H -3.17870 -5.31532 22.52874 -0.114 0.003 0.197
H -1.81793 -4.74111 20.39258 -0.718 0.141 0.310
H 0.17639 -5.94636 19.94835 0.196 0.047 0.073
H 1.15474 -7.45089 21.57912 0.087 -0.192 0.075
H -0.12616 -8.01669 23.73024 0.479 -0.188 -0.228
F 0.18536 -3.47316 25.36646 -0.491 0.195 -0.379
C 1.48542 -3.33195 25.05212 1.158 -0.885 0.496
C 2.35872 -3.04671 26.10268 -1.729 0.564 0.120
C 3.68309 -3.07819 25.88120 1.764 0.515 -0.046
C 4.18581 -3.41369 24.64687 0.701 -1.107 -0.911
C 3.35746 -3.69083 23.57721 -0.150 1.147 0.966
C 1.98468 -3.66458 23.80117 -0.591 -0.185 -0.448
H 2.06135 -2.75324 27.09860 -0.673 -0.094 -0.063
H 4.32729 -2.70792 26.66497 0.299 -0.453 0.183
H 5.19312 -3.74459 24.44138 0.576 0.831 0.453
H 3.84744 -3.77783 22.61869 -0.521 -0.647 -0.157
H 1.34862 -4.01817 23.00317 -0.429 0.225 -0.040
F 3.72767 -7.07952 25.64376 0.278 -0.563 1.224
C 3.37396 -7.13489 26.95807 -0.469 0.221 -0.056
C 4.22397 -7.48588 28.00620 0.081 -0.365 0.220
C 3.78190 -7.39250 29.34644 -0.381 1.474 -1.498
C 2.58945 -6.67880 29.57514 1.708 -0.700 0.786
C 1.79646 -6.31034 28.52247 -1.133 -0.595 0.492
C 2.08363 -6.70471 27.23690 0.592 1.118 -0.591
H 5.25142 -7.77088 27.83439 -0.017 -0.215 -0.302
H 4.47352 -7.62385 30.14301 -0.081 -0.131 0.070
H 2.39786 -6.32727 30.57820 -0.351 -0.181 0.116
H 0.87526 -5.80828 28.77883 -0.156 0.184 -0.364
H 1.45993 -6.38099 26.41677 -0.112 -0.168 -0.131
C 4.02380 -6.61354 22.36491 -0.246 -0.692 0.620
Br 3.67773 -8.59023 22.35753 -0.301 -1.337 -0.008
Br 3.46089 -5.72823 20.68329 -0.612 0.859 -1.275
Br 5.86803 -6.18090 22.99656 1.276 0.472 0.536
H 3.34878 -6.32570 23.17088 -0.001 0.483 -0.077
```
Forces are in eV/Å.

Its total energy is -8755.21937 hartree. Its HOMO energy (alpha / beta) is -1.27 / -5.77 eV. For the gap between HOMO and LUMO (alpha / beta), the calculation gives 0.1474 / 0.3121 hartree. Its spin multiplicity is 2. The net charge is -1.


(4)
Here is C19H16BrCsN4OSSe2Te2 as an isolated structure from the Open Molecules 2025 dataset. Energies are from ωB97M-V with the def2-TZVPD basis set.

XYZ file:
```
47
Properties=species:S:1:pos:R:3:forces:R:3
Cs 0.32209 -1.92168 -1.87555 0.336 0.406 -0.400
Br -1.82632 -5.30458 5.29089 -0.002 0.012 -0.029
C -1.71487 -4.40161 3.60804 -0.002 -0.029 0.043
C -2.22978 -5.01542 2.45739 -0.011 -0.031 0.015
C -2.15939 -4.37473 1.25264 -0.017 0.023 0.002
C -1.57535 -3.06503 1.09301 -0.013 0.091 0.061
O -1.53738 -2.49972 -0.02825 -0.484 -0.168 0.407
C -1.04245 -2.47994 2.30491 0.033 0.019 -0.045
C -0.38798 -1.19232 2.35842 0.032 0.016 0.028
N -0.14489 -0.39890 1.38538 -0.074 -0.079 -0.017
C 0.38873 0.85610 1.66708 0.058 0.052 -0.021
C -0.06204 1.64671 2.70181 0.012 0.032 0.017
C 0.44040 2.94891 2.90356 -0.021 -0.038 0.002
C 1.37420 3.47268 2.05772 0.022 -0.028 -0.044
C 1.84342 2.70477 0.96239 -0.005 0.088 0.062
C 2.77352 3.21130 0.01917 0.025 0.010 -0.018
C 3.16000 2.43764 -1.02911 -0.018 -0.018 0.010
C 2.62811 1.12811 -1.13341 0.024 0.054 -0.011
N 1.77759 0.62442 -0.27917 -0.062 -0.127 -0.010
C 1.36416 1.39567 0.76254 -0.051 -0.031 0.059
C -1.13143 -3.16672 3.52500 -0.011 -0.028 0.048
H -2.68014 -5.99832 2.53007 0.003 0.007 -0.002
H -2.55199 -4.84016 0.35687 -0.001 0.003 -0.003
H -0.06299 -0.90554 3.37270 0.014 -0.011 -0.022
H -0.84649 1.26787 3.34513 -0.003 0.003 0.004
H 0.06236 3.54032 3.72937 -0.005 -0.006 0.002
H 1.75303 4.47858 2.19612 0.008 0.013 -0.005
H 3.14350 4.22391 0.13879 0.002 0.006 -0.003
H 3.82147 2.79324 -1.80562 0.010 0.001 -0.022
H 2.92393 0.50356 -1.97072 0.012 -0.007 -0.038
H -0.72439 -2.70060 4.41630 -0.002 -0.004 -0.008
Se 2.64837 -3.66259 -3.70003 0.161 -0.292 -0.061
Te 1.91337 -1.98754 -5.39536 0.166 0.187 0.074
Te 3.60236 0.11331 -4.77554 -0.071 -0.109 -0.161
Se 2.10527 2.11822 -4.68573 -0.020 0.089 0.079
S -2.41704 -0.77054 -4.33699 -0.030 0.002 -0.023
C -1.94819 0.41231 -3.25366 0.040 -0.034 -0.060
N -2.41724 0.51210 -1.97717 -0.091 0.007 0.006
C -1.59231 1.41315 -1.17856 0.032 0.035 0.063
C -0.77622 2.15752 -2.25294 0.025 0.006 0.042
N -1.05365 1.39014 -3.45774 -0.018 -0.129 0.029
H -2.80496 -0.32571 -1.57096 0.004 0.004 0.005
H -0.96348 0.84447 -0.49354 -0.003 0.001 -0.032
H -2.21198 2.09709 -0.59583 0.030 -0.015 0.021
H 0.29569 2.16551 -2.05563 -0.014 0.022 0.002
H -1.10568 3.19284 -2.36991 -0.032 0.003 -0.009
H -0.37293 1.36120 -4.21387 0.015 -0.005 -0.036
```
Forces are in eV/Å.

Its energy above the lowest of the compared OMol25 structures with the same formula, charge and spin is 2.6 kcal per mole. Its total energy is -9359.34204 hartree. Its HOMO energy is -0.84 eV. For the gap between HOMO and LUMO, the calculation gives 0.1636 hartree. Its spin multiplicity is 1. The net charge is -2.


(5)
Here is C19H16BrIN3O2TeZr as an isolated structure in a non-equilibrium geometry from the Open Molecules 2025 dataset. Energies are from ωB97M-V with the def2-TZVPD basis set.

XYZ file:
```
44
Properties=species:S:1:pos:R:3:forces:R:3
Zr -0.47602 -0.20286 1.57721 -1.193 0.667 -0.186
C 1.62833 2.59099 4.08676 0.005 0.004 -0.044
C 1.86383 2.66429 2.61207 -0.094 -0.166 -0.006
N 2.54562 3.62196 2.11189 0.150 0.096 -0.389
C 2.79286 3.64832 0.73455 -0.055 0.237 0.428
C 2.49234 2.66500 -0.12321 0.052 -0.285 0.037
C 2.83256 2.78980 -1.58004 0.009 -0.111 -0.084
O 3.74480 1.79273 -2.03750 -0.023 0.073 0.073
C 1.80764 1.48142 0.38003 0.299 0.138 0.310
C 1.54983 0.42243 -0.43210 0.033 -0.396 -0.099
N 0.67438 -0.58102 -0.07965 -0.101 0.272 -0.345
C 0.40753 -1.68891 -0.91036 0.152 0.205 0.090
C 0.41921 -1.61227 -2.30170 -0.032 0.036 -0.191
C 0.08353 -2.71102 -3.07515 0.006 0.027 0.002
C -0.29037 -3.91208 -2.48358 0.010 0.004 -0.002
C -0.31433 -4.01581 -1.10212 -0.007 0.041 -0.140
C 0.04732 -2.91345 -0.34654 -0.021 -0.148 0.234
I 0.09406 -3.16397 1.75176 0.034 -0.103 -0.063
C 1.32691 1.56748 1.76777 -0.323 -0.060 -0.254
O 1.08999 0.38107 2.46542 1.753 0.744 0.742
H 1.90882 3.53972 4.53495 0.013 -0.004 -0.004
H 0.58404 2.37126 4.30915 -0.038 0.010 -0.015
H 2.23208 1.79368 4.52520 -0.011 -0.008 -0.024
H 3.28475 4.54454 0.37660 -0.002 0.023 0.092
H 1.93705 2.65355 -2.18857 -0.039 0.021 -0.002
H 3.20779 3.79489 -1.77610 0.059 0.036 -0.011
H 4.59930 1.93769 -1.61506 -0.054 -0.012 -0.011
H 2.03493 0.37862 -1.39906 0.026 -0.106 -0.006
H 0.67691 -0.67336 -2.77706 -0.013 -0.045 0.008
H 0.10481 -2.62330 -4.15381 -0.003 -0.006 0.032
H -0.55213 -4.76878 -3.08995 0.007 0.032 0.004
H -0.58862 -4.94661 -0.62480 0.003 0.012 -0.004
Br -4.00051 -0.44464 -3.01748 -0.015 0.033 -0.114
C -3.85483 -0.86701 -1.20128 0.009 0.068 -0.120
C -4.86572 -1.53343 -0.53531 -0.197 -0.112 0.060
C -4.69377 -1.83264 0.80649 -0.101 -0.041 -0.018
C -3.51619 -1.47158 1.42244 0.068 0.018 -0.026
N -2.54083 -0.81350 0.77894 -0.774 -0.459 -0.238
C -2.71631 -0.50240 -0.51667 0.001 -0.108 0.226
H -5.77156 -1.81278 -1.05759 0.019 0.002 0.017
H -5.46108 -2.34790 1.36673 0.008 0.006 -0.019
H -3.34178 -1.71397 2.46239 0.022 -0.003 0.047
H -1.93321 0.05762 -1.00810 0.099 0.037 -0.011
Te -1.05393 2.45624 1.36242 0.260 -0.668 0.023
```
Forces are in eV/Å.

Its energy above the lowest of the compared OMol25 structures with the same formula, charge and spin is 18.4 kcal per mole. Its total energy is -4234.96372 hartree. Its HOMO energy is -10.09 eV. For the gap between HOMO and LUMO, the calculation gives 0.2177 hartree. Its spin multiplicity is 1. The net charge is +1.